Record 1
Entry from OMol25: C32H51Be2Br3Cl3FI2KN3O6PS2 as an isolated structure in a non-equilibrium geometry (ωB97M-V with the def2-TZVPD basis set).

E_HOMO ... -8.99 eV
Total charge ... +1
Kohn-Sham gap ... 0.0477 hartree

Atoms and positions in Å:
C (-4.4295, 6.6640, -5.2891)
C (-4.2422, 5.2360, -4.4419)
O (-2.9340, 5.1491, -3.7708)
C (-2.6391, 3.7491, -3.3458)
C (-0.9928, 3.6657, -3.0630)
C (-0.6680, 2.5243, -1.8840)
C (-0.4289, 3.3686, -0.5024)
C (-0.2677, 2.4740, 0.8566)
C (-0.4186, 0.8551, 0.6628)
C (-1.9347, 0.2189, 0.3750)
C (-3.2526, 1.2438, 0.2890)
C (-3.7962, 1.4633, 1.8456)
C (-3.9000, 2.9677, 2.5684)
N (-4.1897, 0.4046, 2.6735)
C (-2.2550, -1.3744, 0.1616)
C (-3.7386, -2.0087, -0.1701)
C (-1.0018, -2.4260, 0.2870)
C (-1.2416, -4.0411, 0.1358)
C (-1.4031, -4.5763, -1.4053)
C (-2.7495, -5.5480, -1.5929)
Br (-3.8482, -4.9688, -3.2105)
C (0.4811, -1.8009, 0.5984)
C (0.8602, -0.2164, 0.7830)
N (2.2238, 0.3601, 1.0888)
S (2.3876, 0.4150, 2.8260)
C (1.1474, -0.7037, 3.7445)
O (3.7984, -0.1487, 3.2090)
O (2.1346, 1.8537, 3.4253)
C (3.3511, -0.3847, 0.4094)
C (3.4090, -2.0107, 0.1932)
C (4.6252, -2.8667, -0.4937)
C (5.9304, -2.0359, -1.0341)
C (5.9215, -0.3807, -0.8869)
P (7.5239, 0.4938, -1.5646)
N (8.3097, 1.1838, -0.0870)
O (8.6676, -0.6726, -2.1733)
C (4.6626, 0.4674, -0.1845)
C (4.7584, 2.1351, -0.0991)
I (5.1688, 2.8294, 1.9822)
C (3.4312, 2.8789, -0.7584)
C (3.4035, 2.5952, -2.3726)
I (3.7767, 5.0658, -0.4828)
S (1.9141, -3.0353, 0.7946)
H (-5.2154, 6.4442, -6.1431)
H (-3.4227, 7.0417, -5.7696)
H (-4.8728, 7.5042, -4.5713)
H (-4.4205, 4.3768, -5.2494)
H (-5.1106, 5.2296, -3.6294)
H (-3.2686, 3.5107, -2.3606)
H (-3.0001, 2.9833, -4.1546)
H (-0.4477, 3.4452, -4.0750)
H (-0.7229, 4.7341, -2.6034)
H (0.3319, 1.9765, -2.1980)
H (-1.5968, 1.8126, -1.8852)
H (0.5549, 4.0208, -0.6258)
H (-1.3122, 4.1634, -0.4078)
H (0.7222, 2.7625, 1.4165)
H (-1.1545, 2.8063, 1.5835)
H (-2.9799, 2.3056, -0.1233)
H (-4.1059, 0.8156, -0.4078)
H (-4.9742, 3.1173, 3.0657)
H (-3.1245, 2.9115, 3.4741)
H (-3.6295, 3.8398, 1.8239)
H (-4.0621, -0.4865, 2.1451)
H (-3.6864, -3.0409, -0.7662)
H (-4.3859, -2.2144, 0.7968)
H (-4.4000, -1.2979, -0.8612)
H (-2.2782, -4.2744, 0.6800)
H (-0.4435, -4.7055, 0.7225)
H (-0.4798, -5.3056, -1.6049)
H (-1.3723, -3.7445, -2.2285)
H (-2.3833, -6.6484, -1.8682)
H (-3.4008, -5.6164, -0.6202)
H (0.1109, -0.1622, 3.8201)
H (1.1058, -1.7934, 3.3192)
H (1.5611, -0.7661, 4.8619)
H (4.5720, -4.0550, -0.5984)
H (6.8533, -2.6162, -1.5096)
H (7.5520, 1.1193, 0.6527)
H (9.0527, 0.5194, 0.2746)
H (9.0831, -1.2142, -1.4155)
H (5.6854, 2.5550, -0.7235)
H (2.4310, 2.6575, -0.1937)
H (2.6631, 1.7584, -2.7206)
H (4.5113, 2.2968, -2.6981)
H (3.1585, 3.5777, -2.9873)
C (-2.2606, -2.3425, 4.6859)
O (-2.3622, -1.0025, 5.1313)
H (-1.6115, -2.8956, 5.3687)
H (-3.2526, -2.8009, 4.6779)
H (-1.8304, -2.3620, 3.6816)
H (-2.9437, -0.5368, 4.5065)
K (-1.6281, 0.1374, 3.8628)
F (-0.6845, -6.3328, -2.7457)
O (6.6477, -4.8437, 0.1911)
H (6.8601, -4.3956, 1.0237)
H (7.5138, -5.0488, -0.1919)
C (-6.2070, -3.0859, 4.4178)
Cl (-5.2819, -1.6651, 3.9171)
Cl (-6.4958, -4.1705, 3.0521)
H (-5.6458, -3.6231, 5.1863)
H (-7.1681, -2.7600, 4.8229)
Be (-0.8014, -6.7001, 0.4440)
Br (1.0164, -6.5486, -2.1880)
Br (-3.4301, -4.5275, 1.8938)
Cl (10.5737, -0.4034, -1.1248)
Be (1.7386, 2.5011, -4.3463)

Record 2
Entry from OMol25: C32H51FeN4O2P2 as an isolated structure in a non-equilibrium geometry (ωB97M-V with the def2-TZVPD basis set).

E_HOMO (spin up / spin down) ... -9.34 / -10.84 eV
Total charge ... +1
Multiplicity ... 5
Kohn-Sham gap (spin up / spin down) ... 0.2586 / 0.2882 hartree

Atoms and positions in Å:
C (-1.9259, -1.9776, -0.7260)
C (0.1587, -1.6536, -1.7600)
C (-2.2355, -2.9928, -1.6335)
C (-0.1168, -2.6128, -2.7266)
C (-1.3444, -3.2846, -2.6653)
H (-3.2162, -3.4677, -1.5587)
H (0.6039, -2.8057, -3.5266)
H (-1.6099, -4.0080, -3.4328)
N (-0.7192, -1.3814, -0.7628)
P (-2.4486, 0.3054, 0.7971)
P (2.0956, -0.6196, 0.0356)
C (-2.9130, -1.4225, 0.2770)
H (-3.9227, -1.4295, -0.1560)
H (-2.9515, -2.0637, 1.1711)
C (0.2750, 1.1125, 1.9063)
O (0.2417, 2.1321, 2.4937)
C (1.3659, -0.7486, -1.7446)
H (2.1210, -1.0820, -2.4633)
C (3.6082, 0.5337, -0.2114)
C (2.7492, -2.3381, 0.4491)
C (-3.2430, 1.4267, -0.5314)
C (-3.3677, 0.4517, 2.4501)
C (3.1911, 1.8981, 0.3556)
H (2.9111, 1.8200, 1.4156)
H (4.0488, 2.5856, 0.2749)
H (2.3458, 2.3328, -0.1938)
C (4.8507, 0.0659, 0.5661)
H (4.6603, -0.0149, 1.6423)
H (5.2601, -0.8775, 0.1854)
H (5.6352, 0.8265, 0.4283)
C (4.0146, 0.6880, -1.6890)
H (4.9330, 1.2955, -1.7218)
H (4.2490, -0.2699, -2.1719)
H (3.2550, 1.2121, -2.2819)
C (3.3248, -2.2814, 1.8802)
H (2.7535, -1.5725, 2.5027)
H (3.2317, -3.2787, 2.3340)
H (4.3876, -2.0170, 1.8998)
C (1.5961, -3.3528, 0.4717)
H (0.8060, -3.0421, 1.1688)
H (1.1663, -3.5115, -0.5247)
H (2.0030, -4.3149, 0.8211)
C (3.7915, -2.7681, -0.6109)
H (3.9253, -2.0422, -1.4231)
H (4.7700, -2.9621, -0.1507)
H (3.4676, -3.7110, -1.0745)
C (-3.1303, 1.8354, 3.0736)
H (-3.4109, 1.7829, 4.1381)
H (-2.0780, 2.1425, 3.0135)
H (-3.7608, 2.6064, 2.6146)
C (-2.7988, -0.6174, 3.3963)
H (-2.9825, -1.6304, 3.0305)
H (-1.7242, -0.4983, 3.5930)
H (-3.3371, -0.5322, 4.3510)
C (-4.8899, 0.2292, 2.3065)
H (-5.2867, -0.0694, 3.2894)
H (-5.4227, 1.1503, 2.0300)
H (-5.1480, -0.5659, 1.5937)
C (-2.6134, 1.1559, -1.9107)
H (-3.3172, 1.4575, -2.7035)
H (-1.6975, 1.7472, -2.0403)
H (-2.3700, 0.0951, -2.0616)
C (-2.9344, 2.8808, -0.1404)
H (-1.8583, 3.0261, 0.0424)
H (-3.2237, 3.5396, -0.9736)
H (-3.4875, 3.2071, 0.7474)
C (-4.7577, 1.1981, -0.6712)
H (-4.9980, 0.1408, -0.8449)
H (-5.3210, 1.5680, 0.1912)
H (-5.0987, 1.7627, -1.5526)
Fe (-0.1649, 0.1184, 0.4335)
N (0.2552, 1.2882, -1.0122)
C (0.8436, 0.7272, -2.0018)
C (0.9682, 1.3360, -3.3460)
C (0.8848, 2.7337, -3.4316)
C (1.1326, 0.5616, -4.5084)
C (1.0334, 3.3642, -4.6688)
H (0.7143, 3.3001, -2.5092)
C (1.2420, 1.1973, -5.7461)
H (1.1598, -0.5287, -4.4253)
C (1.2066, 2.5948, -5.8256)
H (1.0088, 4.4515, -4.7163)
H (1.3538, 0.5868, -6.6420)
H (1.3147, 3.0825, -6.7900)
N (0.1450, 0.9462, 5.1462)
C (0.7538, -0.1635, 4.6121)
N (0.6771, -1.2880, 5.3889)
O (1.2089, -0.2075, 3.4429)
H (0.0454, 0.9661, 6.1554)
H (0.3755, 1.8218, 4.6756)
H (1.2781, -2.0545, 5.1045)
H (0.4278, -1.2280, 6.3667)

no.,DFT total energy (a.u.)
1,-13428.82667
2,-3565.69698